w | Formula: C4H13O4
Source: the OMol25 dataset
Level of theory: the ωB97M-V functional and the def2-TZVPD basis

- lowest unoccupied orbital energy (alpha / beta) (Eh) = 0.0132 / -0.1634
- frontier orbital gap (alpha / beta) (eV) = 10.3 / 5.5
- E_HOMO (alpha / beta) (eV) = -9.9 / -9.9
- multiplicity = 2
- expectation value of S² = 0.760
- charge = 0

Each line ends with the natural charge from an NBO analysis.
Positions of all 21 atoms, in Å:
O (3.279, 1.541, -1.047)  -0.7831
O (0.927, -0.814, 1.077)  -0.7377
O (3.505, 0.366, 1.091)  -0.5664
O (-3.560, 0.461, 1.344)  -0.6891
C (-1.783, -0.974, -0.007)  -0.4467
C (-0.585, -0.855, -0.911)  -0.4397
C (-2.680, 0.242, -0.132)  -0.2686
C (0.457, -0.065, -0.107)  -0.0496
H (-0.023, 0.939, 0.205)  0.1485
H (4.060, 0.725, 1.778)  0.4668
H (-0.085, -1.802, -0.999)  0.2230
H (-0.842, -0.475, -1.886)  0.2122
H (3.065, 0.770, -1.597)  0.4621
H (1.281, 0.100, -0.742)  0.1600
H (-2.588, 0.904, 0.934)  0.4467
H (-3.596, 0.033, -0.679)  0.2504
H (1.779, -0.400, 1.213)  0.4827
H (-2.387, -1.894, -0.058)  0.2291
H (3.503, 1.051, -0.057)  0.4327
H (-2.232, 1.185, -0.534)  0.2157
H (-1.495, -1.039, 1.115)  0.2510

***

x | Formula: C4H13O4
Source: the OMol25 dataset
Level of theory: the ωB97M-V functional and the def2-TZVPD basis

- lowest unoccupied orbital energy (alpha / beta) (Eh) = 0.0228 / -0.1317
- frontier orbital gap (alpha / beta) (eV) = 10.9 / 6.7
- E_HOMO (alpha / beta) (eV) = -10.3 / -10.3
- multiplicity = 2
- expectation value of S² = 0.755
- charge = 0

Each line ends with the natural charge from an NBO analysis.
Positions of all 21 atoms, in Å:
O (0.686, 1.836, -0.160)  -0.7316
O (-2.143, -1.244, 1.819)  -0.9330
O (0.176, -0.537, 1.052)  -0.4014
O (0.971, 0.194, 3.501)  -0.9223
C (0.150, 1.712, -1.422)  -0.0653
C (0.431, 0.407, -2.144)  -0.4396
C (-0.207, -0.777, -1.310)  -0.4284
C (0.608, -1.165, -0.010)  -0.1267
H (0.171, 0.689, 3.445)  0.4567
H (1.702, -1.068, -0.003)  0.2856
H (0.795, 2.582, -1.903)  0.1799
H (0.616, -2.306, 0.070)  0.2164
H (-1.271, -0.458, -0.952)  0.2193
H (-1.064, -1.133, 1.688)  0.4824
H (0.144, 1.087, 0.413)  0.4675
H (0.838, -0.335, 2.738)  0.4648
H (1.521, 0.313, -2.390)  0.2142
H (-0.128, 0.322, -3.037)  0.2183
H (-2.640, -0.507, 1.792)  0.4642
H (-0.429, -1.647, -1.815)  0.2185
H (-0.928, 2.035, -1.372)  0.1605

***

Out of the structures above, which one is the most stable? Solution: x.